{
  "formula": "C3H7NO2S",
  "method": "ωB97M-V/def2-TZVPD",
  "fmax_ha_per_bohr": 0.10786,
  "energy_ev": -19640.2526,
  "orbital_gap_ev": [9.0, 9.0],
  "lumo_energy_ev": [0.480, 0.480],
  "de_lowest_kj_mol": 516.36,
  "homo_energy_ev": [-8.55, -8.55],
  "symbols": ["S", "O", "O", "N", "C", "C", "C", "H", "H", "H", "H", "H", "H", "H"],
  "coordinates": [[0.384636, 1.960425, -0.369907], [1.795292, -1.661264, -0.686118], [2.434381, 0.067894, 0.532699], [1.662916, -0.662552, -0.063322], [-0.640298, -0.126719, 1.211704], [-0.162651, 0.294606, -0.163634], [-0.666724, -0.244545, -1.385830], [0.441485, 1.964279, 0.984600], [-0.515988, 0.297481, -2.236570], [0.104203, 0.291261, 1.940406], [-1.777958, -0.072110, -1.226600], [-0.859846, -1.136333, 1.411086], [-1.575257, 0.362859, 1.322644], [-0.624193, -1.335281, -1.271152]],
  "atomic_forces_ev_per_a": [[-0.6, -0.6, 1.6], [1.2, -1.2, -0.1], [0.7, -1.6, -0.3], [-3.1, 3.8, 0.4], [1.2, 2.1, -0.3], [3.7, -0.5, 0.7], [-4.3, -2.3, 2.7], [0.4, 1.0, -0.5], [1.3, 0.7, -2.5], [-0.8, -0.6, -0.4], [0.6, -0.3, -0.3], [0.3, -1.5, -0.3], [-1.0, 0.8, 0.5], [0.5, 0.2, -1.2]],
  "nbo_charge": [0.105, -0.379, -0.422, 0.480, -0.673, 0.029, -0.699, 0.140, 0.239, 0.235, 0.225, 0.238, 0.220, 0.260]
}

{
  "formula": "C41H42CrN9O2S",
  "method": "ωB97M-V/def2-TZVPD",
  "fmax_ha_per_bohr": 0.02278,
  "charge": 2,
  "energy_ev": -99951.7409,
  "orbital_gap_ev": [6.3, 6.3],
  "lumo_energy_ev": [-5.937, -5.958],
  "spin_multiplicity": 4,
  "de_lowest_kj_mol": 19.88,
  "homo_energy_ev": [-12.23, -12.23],
  "symbols": ["Cr", "S", "O", "O", "N", "N", "N", "N", "N", "N", "N", "N", "N", "C", "C", "C", "C", "C", "C", "C", "C", "C", "C", "C", "C", "C", "C", "C", "C", "C", "C", "C", "C", "C", "C", "C", "C", "C", "C", "C", "C", "C", "C", "C", "C", "C", "C", "C", "C", "C", "C", "C", "C", "C", "H", "H", "H", "H", "H", "H", "H", "H", "H", "H", "H", "H", "H", "H", "H", "H", "H", "H", "H", "H", "H", "H", "H", "H", "H", "H", "H", "H", "H", "H", "H", "H", "H", "H", "H", "H", "H", "H", "H", "H", "H", "H"],
  "coordinates": [[0.044610, 0.108222, 1.421298], [2.377700, -0.616827, -2.256062], [1.324994, 0.055216, 2.895889], [0.965029, -1.112928, 0.404841], [-4.179174, 2.676571, -3.631398], [4.202745, -0.879817, 3.728722], [-2.875502, 4.384483, -3.034838], [4.045766, -1.964786, -0.502519], [1.963802, -0.490380, -4.838839], [1.160620, -2.445170, -3.769335], [-0.987593, 1.440431, 2.492834], [-0.759335, 0.766410, -0.280971], [-1.262852, -1.310428, 1.835894], [-4.784552, 3.801800, -4.125594], [-2.417337, 0.859421, -1.991648], [1.700377, -4.345305, -0.994900], [-1.687215, 0.178123, -1.044678], [-0.427548, 2.040072, -0.581153], [5.025906, -0.737223, 1.408870], [0.694674, -2.905624, -4.932287], [-1.093793, 2.790216, -1.511243], [0.884488, -2.374777, 0.122679], [0.688300, -5.144874, -0.435246], [-0.024723, -4.218246, -4.919180], [0.821881, 2.608880, 5.441575], [3.442561, -0.607023, 4.734420], [-1.159525, -2.562210, 1.496919], [3.768789, -1.154012, 0.669383], [1.776708, -1.267789, -3.780298], [1.498763, -0.949141, -5.998073], [-5.458517, 6.390197, -4.741153], [-3.035887, 3.084075, -2.983958], [0.615102, -6.614494, -0.756523], [-2.185070, 2.226364, -2.192615], [2.955780, -2.226011, -1.388835], [-0.230711, -4.538987, 0.383019], [2.000266, 3.150100, 7.600661], [-5.972584, 4.010393, -4.821459], [1.818714, -2.996158, -0.742989], [0.622521, 1.852806, 4.283203], [2.545069, 0.512140, 4.881985], [1.827317, 2.327911, 6.354516], [-3.149536, 0.283874, 2.022099], [4.633294, 0.033651, 2.663420], [-0.583568, 2.079272, 3.539819], [0.847327, -2.165264, -6.101749], [-4.286442, 6.188205, -4.054676], [-0.165195, -3.162849, 0.677598], [-2.404079, 1.635788, 2.138350], [-3.940427, 4.868008, -3.740284], [2.638679, 1.242020, 6.074909], [-2.406330, -0.894616, 2.656153], [1.510568, 0.794135, 3.941112], [-6.287171, 5.316246, -5.122930], [5.492474, 0.585155, 3.052115], [-0.211865, -6.822421, -1.438577], [-2.888719, 2.241883, 2.904357], [2.413945, -4.805871, -1.668958], [-1.840091, -0.880833, -0.877016], [3.419587, 0.972497, 6.778661], [3.134492, -1.739386, 1.338773], [-2.044884, -0.612645, 3.649042], [0.139844, 3.426919, 5.650108], [3.331670, -2.797544, -2.234749], [-3.647532, 7.005229, -3.749002], [-2.478652, 2.185498, 1.199757], [-3.174075, 0.325547, -2.549395], [5.632787, -1.609338, 1.671721], [1.533486, -6.952089, -1.232602], [4.843238, -1.607924, -1.016126], [5.637580, -0.096360, 0.772284], [-1.032763, -5.132421, 0.811127], [0.477487, -2.530644, -7.049372], [-3.337823, 0.043379, 0.978822], [-1.100412, -4.040242, -4.850744], [0.159389, -4.770705, -5.839457], [2.372175, 4.145644, 7.353953], [1.048765, 3.275483, 8.117039], [3.837009, 0.741960, 2.447411], [-4.116849, 0.384542, 2.513171], [3.515594, -1.294392, 5.574232], [-1.253468, 2.817996, 3.980526], [0.399278, 2.463405, -0.016979], [-6.624572, 3.191702, -5.096752], [-0.830785, 3.819005, -1.711943], [3.223795, -0.241618, 0.401023], [-1.927358, -3.240882, 1.870154], [-4.512516, 1.735699, -3.741847], [0.453932, -7.209649, 0.141853], [2.704642, 2.685583, 8.287235], [-7.202056, 5.527366, -5.659701], [-5.769701, 7.396216, -4.987626], [0.277005, -4.815907, -4.061823], [4.728996, -1.746562, 3.772927], [1.680182, -0.316679, -6.859571], [-3.100916, -1.726682, 2.781217]],
  "atomic_forces_ev_per_a": [[0.3, -1.1, 0.4], [0.2, -0.3, 0.4], [0.4, -0.1, -0.4], [0.6, 0.2, -0.2], [0.2, -0.2, 0.1], [-0.1, 0.1, 0.4], [0.4, -0.2, 0.2], [0.4, 0.0, 0.2], [0.1, 0.2, 0.1], [0.1, -0.1, 0.2], [-0.4, 0.8, 0.6], [-0.4, 0.7, -0.7], [-0.1, 0.0, 0.0], [0.2, 0.5, 0.1], [0.0, 0.2, -0.2], [-0.2, 0.1, 0.2], [0.1, -0.3, 0.1], [0.0, -0.1, 0.1], [-0.2, -0.1, 0.0], [0.1, 0.1, -0.1], [-0.2, 0.1, -0.2], [-0.2, -0.8, -0.1], [0.1, -0.1, -0.1], [0.0, 0.0, -0.1], [0.0, -0.1, 0.0], [0.1, -0.3, -0.1], [0.0, 0.0, 0.0], [0.1, -0.1, -0.2], [-0.1, -0.1, -0.4], [0.0, -0.1, 0.1], [0.0, 0.1, 0.0], [-0.4, 0.4, -0.3], [-0.1, 0.1, 0.0], [0.3, -0.4, 0.4], [-0.6, 0.4, -0.4], [-0.1, -0.1, 0.1], [0.0, 0.1, -0.1], [-0.1, -0.1, -0.1], [0.2, 0.4, 0.2], [0.4, 0.0, -0.1], [-0.3, 0.4, -0.1], [0.0, 0.1, 0.1], [0.2, 0.0, 0.1], [0.2, 0.1, -0.5], [-0.1, -0.2, -0.1], [0.0, 0.0, 0.0], [0.0, 0.0, 0.0], [0.4, 0.3, -0.3], [-0.2, 0.0, -0.2], [-0.4, -0.2, -0.2], [0.1, -0.1, -0.2], [-0.2, 0.2, 0.1], [-0.1, 0.1, 0.5], [0.0, -0.1, 0.0], [-0.1, 0.0, 0.1], [0.0, 0.0, 0.0], [0.1, 0.0, 0.0], [0.0, 0.0, 0.0], [-0.1, 0.0, 0.1], [-0.1, 0.0, 0.1], [-0.1, 0.1, 0.0], [0.0, -0.1, 0.0], [0.0, 0.0, 0.0], [0.0, -0.1, 0.1], [0.0, 0.0, 0.0], [0.0, 0.0, 0.0], [0.0, 0.0, 0.0], [0.1, 0.0, 0.0], [0.0, 0.0, 0.0], [-0.1, 0.0, -0.1], [0.1, 0.0, 0.1], [0.0, 0.0, 0.0], [0.0, 0.0, 0.0], [-0.1, 0.0, -0.1], [0.0, 0.0, 0.0], [0.0, 0.0, 0.0], [0.0, 0.0, 0.0], [0.0, 0.0, 0.0], [-0.1, 0.0, 0.1], [0.0, 0.0, 0.0], [0.0, -0.1, -0.1], [-0.1, 0.0, 0.0], [-0.1, 0.1, 0.0], [0.0, 0.0, 0.0], [0.0, 0.0, 0.1], [-0.1, 0.0, 0.1], [-0.1, 0.1, 0.0], [0.0, 0.0, 0.0], [0.0, 0.0, 0.0], [0.0, 0.0, 0.0], [0.0, 0.0, 0.0], [0.0, 0.0, 0.0], [0.0, 0.0, 0.0], [0.1, 0.0, 0.1], [-0.1, 0.0, 0.0], [0.1, -0.1, 0.0]],
  "lowdin_spin": [2.811, 0.001, 0.031, 0.060, 0.000, 0.001, 0.004, 0.000, 0.000, 0.000, -0.010, -0.008, -0.029, 0.002, -0.001, 0.006, 0.009, 0.007, 0.000, 0.000, -0.003, 0.009, 0.007, 0.000, 0.004, 0.001, 0.017, 0.000, 0.000, 0.000, 0.000, -0.001, 0.001, 0.008, 0.001, 0.004, 0.000, 0.000, 0.004, 0.003, 0.001, 0.002, 0.000, 0.000, 0.024, 0.000, 0.001, 0.010, 0.003, 0.001, 0.006, 0.001, 0.007, 0.002, 0.000, 0.000, 0.000, 0.000, 0.000, 0.000, 0.000, 0.000, 0.000, 0.000, 0.000, 0.000, 0.000, 0.000, 0.000, 0.000, 0.000, 0.000, 0.000, 0.000, 0.000, 0.000, 0.000, 0.000, 0.000, 0.000, 0.000, 0.000, 0.001, 0.000, 0.000, 0.000, -0.002, 0.000, 0.000, 0.000, 0.000, 0.000, 0.000, 0.000, 0.000, -0.001]
}